Model P:
{
  "formula": "H10O5",
  "method": "ωB97M-V/def2-TZVPD",
  "species": ["O", "H", "H", "O", "H", "H", "O", "H", "H", "O", "H", "H", "O", "H", "H"],
  "positions_angstrom": [[2.7265, -0.3709, 0.1329], [2.3955, -0.9629, -0.5001], [1.9745, -0.0369, 0.6169], [-1.9115, -0.0519, -0.2381], [-1.8875, 0.7561, -0.7021], [-2.7615, -0.1669, 0.1309], [0.8875, 2.7671, -0.4981], [0.6105, 2.0321, -0.0051], [1.8075, 2.8311, -0.3331], [0.3545, 0.4831, 1.1729], [0.0635, 0.6441, 2.0819], [-0.3775, -0.0529, 0.7899], [-0.9165, -2.6319, -0.9161], [-1.4445, -1.8709, -0.6981], [-1.5215, -3.3689, -1.0351]],
  "smiles": "O.O.O.O.O",
  "multiplicity": 1,
  "e_lumo_ev": 0.012,
  "homo_lumo_gap_ev": 10.61
}


Model Q:
{
  "formula": "H10O5",
  "method": "ωB97M-V/def2-TZVPD",
  "species": ["O", "H", "H", "O", "H", "H", "O", "H", "H", "O", "H", "H", "O", "H", "H"],
  "positions_angstrom": [[2.1776, 1.9497, -0.2180], [2.1661, 1.8163, -1.1744], [2.3036, 2.8988, -0.1024], [-2.2799, 1.9626, -0.8521], [-1.6549, 1.2937, -0.5133], [-2.8057, 1.5022, -1.5144], [0.8171, -1.7434, 2.6753], [0.4195, -1.5500, 3.5324], [0.8562, -2.7058, 2.6322], [-0.9476, -2.2680, -1.6667], [-0.8978, -1.3186, -1.4848], [-0.3820, -2.4084, -2.4336], [-0.2600, 0.1581, 0.1692], [-0.0119, -0.3163, 0.9759], [0.4997, 0.7290, -0.0253]],
  "smiles": "O.O.O.O.O",
  "multiplicity": 1,
  "e_lumo_ev": 0.525,
  "homo_lumo_gap_ev": 11.31
}


The most stable arrangement is model Q, and the next structure is 0.0070 hartree less stable.


Model P:
{
  "formula": "H10O5",
  "method": "ωB97M-V/def2-TZVPD",
  "species": ["O", "H", "H", "O", "H", "H", "O", "H", "H", "O", "H", "H", "O", "H", "H"],
  "positions_angstrom": [[2.2238, -1.2757, 1.3885], [2.4151, -1.5907, 0.5011], [1.6535, -0.4998, 1.2531], [0.1126, 0.4155, 0.4326], [0.0218, -0.1274, -0.3673], [-0.7807, 0.5046, 0.7937], [-2.5277, 0.1653, 1.6138], [-3.3898, 0.4398, 1.9405], [-2.7157, -0.4687, 0.9140], [1.7368, 2.3268, -1.4086], [1.5891, 1.9761, -0.5215], [2.4828, 2.9274, -1.3289], [-0.6216, -1.3781, -1.7437], [-1.5029, -1.1312, -2.0415], [-0.6970, -2.2840, -1.4257]],
  "smiles": "O.O.O.O.O",
  "multiplicity": 1,
  "e_lumo_ev": 0.006,
  "homo_lumo_gap_ev": 10.61
}


Model Q:
{
  "formula": "H10O5",
  "method": "ωB97M-V/def2-TZVPD",
  "species": ["O", "H", "H", "O", "H", "H", "O", "H", "H", "O", "H", "H", "O", "H", "H"],
  "positions_angstrom": [[18.6419, -11.0950, 15.0978], [18.6068, -10.7474, 15.9964], [19.3412, -10.5895, 14.6669], [17.5730, -11.8613, 11.9426], [17.9248, -11.4624, 12.7483], [18.2728, -11.7565, 11.2882], [14.4049, -13.9552, 14.7709], [14.4209, -13.5385, 15.6399], [14.3730, -14.9005, 14.9566], [18.9992, -15.5128, 17.0628], [18.5170, -15.2908, 16.2408], [19.6870, -16.1303, 16.7939], [17.5623, -14.1884, 14.9702], [17.7704, -13.3373, 14.5615], [17.0105, -14.6435, 14.3233]],
  "smiles": "O.O.O.O.O",
  "multiplicity": 1,
  "e_lumo_ev": 0.349,
  "homo_lumo_gap_ev": 10.99
}


Model R:
{
  "formula": "H10O5",
  "method": "ωB97M-V/def2-TZVPD",
  "species": ["O", "H", "H", "O", "H", "H", "O", "H", "H", "O", "H", "H", "O", "H", "H"],
  "positions_angstrom": [[-2.9513, -0.6263, -2.2292], [-3.8266, -0.2685, -2.0804], [-2.5103, 0.0332, -2.7647], [2.2501, 1.4303, -2.4726], [2.2417, 0.4836, -2.6133], [3.0043, 1.5817, -1.9031], [1.7540, -1.6681, 2.5347], [1.0496, -1.2603, 2.0310], [1.5618, -2.6052, 2.5008], [-0.3707, -0.3495, -0.5236], [-0.4793, 0.1434, 0.2897], [-0.1439, 0.3123, -1.1769], [-0.6441, 0.6779, 2.5294], [0.2239, 0.7503, 2.9265], [-1.1593, 1.3652, 2.9518]],
  "smiles": "O.O.O.O.O",
  "multiplicity": 1,
  "e_lumo_ev": 0.569,
  "homo_lumo_gap_ev": 11.40
}


Model S:
{
  "formula": "H10O5",
  "method": "ωB97M-V/def2-TZVPD",
  "species": ["O", "H", "H", "O", "H", "H", "O", "H", "H", "O", "H", "H", "O", "H", "H"],
  "positions_angstrom": [[0.4486, 2.1674, -1.0814], [1.3091, 2.3054, -1.4022], [-0.0775, 2.1785, -1.9662], [-0.6437, 0.7958, 3.0238], [0.1623, 0.4937, 3.2629], [-0.4478, 0.4373, 2.0670], [-0.1741, 0.0123, 0.3830], [-0.1591, 0.7890, -0.1959], [-0.8413, -0.3574, -0.1419], [2.4543, -1.0777, -0.1360], [1.7774, -0.5080, 0.0767], [2.8031, -0.7723, -1.0061], [-2.2126, -2.3138, -0.5782], [-2.7862, -1.5673, -1.0465], [-1.6126, -2.5829, -1.2591]],
  "smiles": "O.O.O.O.O",
  "multiplicity": 1,
  "e_lumo_ev": -0.220,
  "homo_lumo_gap_ev": 10.15
}


The most stable arrangement is model P, and the next structure is 0.0069 hartree less stable.